Entry 1:
DFT (ωB97M-V/def2-TZVPD) results for a 4-piece molecular cluster, C52H35NO11S overall at a distorted geometry.

Computed properties:
Lowest unoccupied orbital energy = -1.09 eV
HOMO-LUMO gap = 8.03 eV
Total charge = 0
Maximum force = 3.300 eV Å⁻¹
Electronic energy = -89336.833 eV

XYZ file:
```
100
Properties=species:S:1:pos:R:3:lowdin_charge:R:1
S 0.51 -0.28 5.97 1.0310
O -0.24 4.37 -3.57 0.0930
O -4.55 1.38 -0.64 0.0922
O 0.26 0.92 6.76 -0.3923
O 4.61 0.43 4.58 0.1282
O 3.27 -4.83 1.06 0.0990
O 5.07 -9.13 3.66 0.1061
O 3.55 2.16 -6.61 0.1062
O 1.35 0.05 4.54 -0.3484
O -1.00 -0.84 5.40 -0.2722
O 2.04 2.40 2.88 0.1122
O -8.92 3.67 -2.69 0.1044
N 2.38 0.97 4.74 -0.0365
C -1.10 -0.91 2.86 -0.0108
C -1.76 1.96 2.92 -0.0541
C 2.84 -4.92 3.82 -0.0005
C 1.53 3.50 4.93 0.0122
C -5.21 5.45 -3.45 -0.0536
C -1.21 -0.19 4.14 -0.3145
C 1.99 2.25 4.08 -0.3660
C 3.09 6.31 -6.74 -0.0561
C -4.19 3.74 -2.10 0.0030
C -8.04 1.96 -1.34 -0.0832
C 0.65 3.87 -4.24 -0.2763
C -1.55 1.24 4.18 -0.0262
C -4.08 4.89 -2.87 -0.0491
C -6.46 4.88 -3.24 0.0005
C 3.55 0.37 4.03 -0.3808
C 2.49 4.14 -5.91 -0.0827
C 5.69 -8.92 0.95 0.0009
C 3.29 4.94 -6.71 0.0014
C 0.91 2.41 -4.18 -0.0819
C 2.70 2.67 -5.90 -0.2783
C 1.28 6.09 -5.17 -0.0006
C 4.95 -7.96 1.63 -0.0833
C 3.39 -0.36 2.64 0.0121
C 4.46 -6.85 0.94 -0.0838
C 5.94 -8.78 -0.41 -0.0563
C -6.58 3.74 -2.46 -0.0843
C 2.09 0.45 -4.95 0.0017
C -9.41 0.31 -0.25 -0.0571
C 2.63 -5.04 5.18 -0.0532
C 0.17 1.62 -3.30 0.0023
C 4.68 -8.13 3.08 -0.2785
C -5.44 3.16 -1.90 -0.0831
C -1.60 1.25 1.65 -0.0673
C -8.27 -0.31 0.25 -0.0573
C 3.72 -7.19 5.17 0.0026
C -9.29 1.44 -1.05 0.0003
C 3.70 -5.79 1.66 -0.2784
C 4.69 -6.72 -0.43 -0.0004
C 3.50 -5.93 3.12 -0.0830
C -7.01 0.21 -0.03 0.0006
C 1.35 -0.33 -4.07 -0.0540
C 1.88 1.83 -4.99 -0.0827
C 3.95 -7.06 3.80 -0.0827
C -5.55 1.92 -1.09 -0.2772
C 1.49 4.71 -5.13 -0.0834
C -7.92 3.16 -2.20 -0.2791
C 0.40 0.25 -3.24 -0.0538
C 5.42 -7.69 -1.10 -0.0572
C 2.08 6.89 -5.98 -0.0571
C 3.06 -6.18 5.86 -0.0533
C -1.29 -0.19 1.60 -0.0545
C -6.89 1.35 -0.82 -0.0833
H -10.19 1.92 -1.44 0.1210
H -8.36 -1.19 0.87 0.1075
H 2.73 -1.27 2.71 0.0772
H 2.13 -4.25 5.72 0.1057
H -10.39 -0.09 -0.02 0.1075
H 4.08 4.50 -7.31 0.1214
H -3.31 3.30 -1.66 0.1135
H 1.52 -1.40 -4.04 0.1084
H 0.82 3.18 5.74 0.0689
H 2.95 0.31 1.86 0.0820
H 4.30 -5.87 -0.97 0.1202
H -0.17 -0.36 -2.55 0.1046
H -1.72 1.76 0.67 0.0884
H 4.06 -8.07 5.69 0.1216
H 2.50 -4.03 3.30 0.1106
H 2.46 3.98 5.31 0.0933
H -1.65 1.83 5.13 0.1127
H -0.84 -2.00 2.92 0.1164
H 1.06 4.23 4.21 0.0916
H 4.41 -0.64 2.28 0.0960
H 5.60 -7.59 -2.17 0.1075
H 0.49 6.54 -4.58 0.1195
H 3.72 6.94 -7.36 0.1079
H 6.52 -9.53 -0.94 0.1079
H 2.89 -6.28 6.92 0.1088
H -5.12 6.35 -4.06 0.1077
H -6.13 -0.27 0.37 0.1208
H -0.57 2.07 -2.65 0.1144
H -7.34 5.33 -3.69 0.1207
H 6.09 -9.78 1.48 0.1214
H -2.03 3.05 2.95 0.1042
H 1.91 7.96 -6.01 0.1076
H -1.17 -0.74 0.64 0.0959
H -3.11 5.34 -3.02 0.1045
H 2.83 0.00 -5.59 0.1213
```

---

Entry 2:
DFT (ωB97M-V/def2-TZVPD) results for C52H40F3N6O4P3SSe2V as an isolated structure at a distorted geometry.

Computed properties:
Lowest unoccupied orbital energy (spin up / spin down) = 3.79 / 3.79 eV
HOMO-LUMO gap (spin up / spin down) = 4.08 / 6.52 eV
Total charge = -2
Expectation value of S² = 3.779
Maximum force = 2.724 eV Å⁻¹
2S+1 = 4
Electronic energy = -274941.159 eV
ΔE to the lowest compared entry with this formula, charge and spin = 171.37 kJ/mol

XYZ file:
```
112
Properties=species:S:1:pos:R:3:mulliken_spin:R:1
Se 7.30 -0.79 -0.20 -0.0001
Se 1.92 -3.12 0.09 0.0062
V 0.32 0.66 -0.42 2.3613
S 0.05 2.35 -2.20 -0.0358
P -1.46 -2.32 0.09 0.0342
P 3.38 -1.61 -0.02 -0.0037
P 6.19 0.99 0.00 -0.0006
F 0.74 2.88 -5.21 0.0003
F -1.37 2.49 -5.05 0.0000
F -0.22 1.58 -6.60 0.0000
O 0.70 -0.51 1.03 -0.0554
O -3.61 0.86 0.22 0.0091
O 0.10 1.86 1.07 -0.0363
O -1.58 0.28 -0.50 -0.0216
N 2.68 2.23 -0.49 0.0554
N 3.97 2.27 -0.36 -0.0026
N 0.70 0.01 2.22 0.4333
N 2.23 1.00 -0.36 -0.0342
N 0.35 1.27 2.21 0.0443
N 0.47 -0.19 -2.21 -0.0599
C 6.13 1.70 -2.64 0.0007
C 7.74 2.18 3.59 0.0003
C 5.04 -2.98 -1.87 -0.0001
C 5.59 -3.17 -3.12 0.0002
C 7.52 3.12 -1.29 0.0008
C -0.66 -3.37 3.95 0.0003
C 3.79 -1.14 2.62 0.0174
C -1.36 -4.93 -0.91 0.0018
C 0.11 0.72 -4.41 -0.0153
C 6.64 2.05 -1.40 0.0034
C 6.01 3.19 1.66 0.0004
C 7.49 1.45 2.45 -0.0002
C 7.32 3.51 -3.65 0.0002
C 0.45 -1.63 -4.12 -0.0179
C 0.30 2.26 5.75 -0.0556
C 5.28 -2.29 -4.15 0.0001
C 0.53 -1.39 -2.76 0.0676
C -0.18 1.90 -5.28 -0.0100
C -1.87 -1.24 2.66 0.0082
C -3.53 -5.89 0.49 0.0000
C 4.29 -1.37 3.88 0.0120
C -3.13 -4.57 0.65 0.0016
C -1.39 -2.31 1.92 -0.0030
C -1.15 -2.31 4.69 0.0060
C 4.41 1.02 -0.12 0.0121
C 4.34 -1.81 1.52 0.0125
C -1.75 -1.24 4.04 -0.0151
C -0.76 -3.36 2.57 -0.0009
C 5.87 -2.93 2.99 0.0001
C -0.06 4.18 4.36 -0.0407
C 7.85 3.85 -2.41 -0.0001
C 5.34 -2.25 4.07 0.0017
C -2.76 0.05 -0.13 0.0118
C 4.23 -1.89 -1.61 -0.0148
C -2.05 -4.07 -0.06 0.0057
C 6.27 3.91 2.81 0.0003
C 5.36 -2.72 1.72 -0.0015
C 0.28 2.02 3.36 -0.0673
C 0.25 -0.54 -4.97 0.0234
C 3.27 0.19 -0.10 -0.0171
C 0.07 3.62 5.62 0.0835
C -1.76 -6.24 -1.08 0.0002
C 7.12 3.41 3.78 0.0000
C -2.84 -6.73 -0.37 0.0002
C 6.62 1.94 1.48 0.0017
C 0.23 0.89 -3.01 0.0863
C -3.10 -1.46 -0.14 0.0051
C 0.04 3.39 3.24 0.0603
C 4.41 -1.24 -3.93 0.0022
C 6.46 2.43 -3.76 -0.0002
C 0.42 1.45 4.64 0.0961
C 3.89 -1.04 -2.66 0.0035
H -1.22 -6.89 -1.76 -0.0001
H 5.47 0.84 -2.72 -0.0032
H 5.25 -3.70 -1.08 -0.0002
H 8.43 1.81 4.33 0.0000
H 6.68 -3.63 3.13 0.0001
H -4.37 -6.27 1.06 -0.0001
H 5.75 -2.41 5.06 -0.0001
H -3.85 -1.71 0.61 0.0009
H 8.52 4.69 -2.32 0.0000
H -3.68 -3.93 1.32 0.0000
H 4.14 -0.57 -4.73 0.0009
H 3.85 -0.86 4.73 0.0006
H 7.97 0.49 2.28 0.0000
H 0.53 -2.63 -4.52 0.0005
H 7.29 3.97 4.69 0.0000
H 6.05 2.17 -4.72 0.0000
H 0.00 4.24 6.51 0.0118
H 6.26 -4.00 -3.30 -0.0001
H -2.10 -0.38 4.61 -0.0002
H -1.06 -2.30 5.77 0.0006
H 0.38 1.82 6.74 -0.0022
H -3.49 -1.72 -1.13 0.0008
H 0.17 -0.68 -6.04 0.0029
H -2.33 -0.40 2.17 0.0039
H -0.26 5.24 4.26 -0.0029
H 7.93 3.37 -0.32 0.0001
H 0.66 -2.22 -2.07 -0.0336
H -0.34 -4.17 1.99 0.0005
H -0.06 3.81 2.24 0.0212
H -3.15 -7.76 -0.48 0.0000
H 5.80 4.88 2.94 -0.0001
H -0.50 -4.54 -1.44 0.0005
H 5.78 -3.25 0.88 0.0002
H 0.60 0.39 4.73 0.0428
H 3.21 -0.21 -2.50 0.0204
H 7.58 4.09 -4.52 0.0000
H 5.34 3.55 0.90 -0.0017
H 5.72 -2.43 -5.13 0.0000
H 2.95 -0.47 2.48 -0.0259
H -0.18 -4.20 4.45 -0.0001
```

---

Entry 3:
DFT (ωB97M-V/def2-TZVPD) results for C52H40F3N6O4P3SSe2V as an isolated structure at a distorted geometry.

Computed properties:
Lowest unoccupied orbital energy (spin up / spin down) = 3.74 / 3.73 eV
HOMO-LUMO gap (spin up / spin down) = 5.79 / 6.09 eV
Total charge = -2
Expectation value of S² = 3.761
Maximum force = 1.387 eV Å⁻¹
2S+1 = 4
Electronic energy = -274942.935 eV
ΔE to the lowest compared entry with this formula, charge and spin = 0.00 kJ/mol

XYZ file:
```
112
Properties=species:S:1:pos:R:3:mulliken_spin:R:1
Se -1.53 2.36 -1.50 -0.0008
Se 3.47 3.87 3.48 0.0010
V 0.09 -0.14 -1.67 2.7912
S -3.48 -0.77 -2.41 0.0121
P 2.00 2.34 3.52 0.0008
P -0.98 2.55 0.54 0.0054
P 1.52 -2.22 -1.68 0.0315
F -5.65 -3.30 0.61 -0.0001
F -5.90 -1.44 -0.44 0.0000
F -5.25 -3.22 -1.50 0.0000
O -0.34 -0.70 -3.61 0.0840
O 1.43 -2.74 1.18 0.0013
O 1.21 1.10 -2.78 -0.0263
O 3.50 -3.60 1.46 0.0002
N 2.13 0.27 0.38 0.0384
N 2.54 0.87 1.46 0.0090
N 0.92 0.70 0.06 -0.0682
N 0.29 0.12 -4.43 0.0083
N -1.58 -1.11 -0.57 -0.1140
N 1.06 1.06 -4.04 0.0170
C 2.04 -2.99 -4.41 0.0062
C 2.48 0.87 4.50 0.0008
C -5.09 -2.52 -0.37 -0.0004
C -0.91 4.66 5.26 0.0000
C 1.12 -5.02 -1.53 -0.0027
C 2.97 1.13 5.79 0.0002
C 3.33 0.08 6.62 0.0000
C 0.58 -3.78 -1.84 -0.0623
C -3.66 -2.17 -0.04 -0.0207
C -0.94 -6.10 -2.16 -0.0008
C 0.37 -6.18 -1.68 0.0010
C -1.35 2.39 5.90 0.0000
C -3.41 1.35 1.08 -0.0020
C 2.58 -3.07 0.81 0.0035
C -4.46 0.94 1.90 0.0017
C 2.72 -1.50 4.91 -0.0003
C 3.38 -1.23 -3.51 0.0207
C -2.87 -1.39 -0.95 0.0760
C -1.25 6.52 1.51 -0.0001
C 1.02 6.09 0.83 0.0002
C -1.67 3.74 5.96 0.0000
C -2.37 2.41 2.97 -0.0052
C -0.26 1.97 5.14 -0.0001
C 2.37 -2.18 -3.33 -0.0073
C -1.86 -2.30 1.52 0.0044
C 0.53 1.63 0.96 0.0600
C -4.45 1.26 3.24 0.0002
C 2.35 -0.45 4.07 -0.0004
C -0.57 4.27 0.96 0.0002
C 0.15 -0.14 -5.84 -0.0054
C 0.71 0.27 -8.12 -0.0034
C -0.72 -1.15 -6.20 0.0061
C 3.71 -1.92 -5.79 0.0001
C 2.96 -2.64 -0.64 0.0109
C 0.72 4.74 0.68 0.0010
C -3.41 2.00 3.79 0.0000
C -0.73 -3.71 -2.32 0.0414
C -0.14 -0.75 -8.51 0.0065
C -1.48 -4.87 -2.48 0.0037
C -3.15 -2.62 1.16 0.0110
C 4.05 -1.10 -4.72 0.0027
C -2.36 2.08 1.62 -0.0069
C 0.19 4.24 4.51 0.0006
C 3.20 -1.23 6.18 0.0001
C 1.54 1.68 1.91 0.0051
C 2.70 -2.86 -5.63 0.0003
C -0.86 -1.46 -7.55 -0.0030
C -1.13 -1.55 0.63 0.0825
C -1.55 5.17 1.36 0.0008
C 0.51 2.89 4.44 -0.0004
C 0.86 0.59 -6.78 0.0074
C 0.03 6.97 1.25 -0.0001
H 1.48 4.05 0.34 0.0002
H 3.71 0.30 7.61 0.0000
H 1.24 -3.71 -4.31 0.0002
H -2.02 7.21 1.83 0.0000
H 3.09 2.15 6.12 0.0000
H -1.17 -2.76 -2.60 0.0221
H -1.53 -2.25 -7.84 -0.0002
H -3.77 -3.22 1.81 0.0001
H -2.50 -4.79 -2.84 0.0002
H -1.15 5.72 5.30 0.0000
H 2.64 -2.51 4.54 0.0000
H -1.56 3.01 3.40 0.0009
H -3.41 2.26 4.84 0.0000
H 0.80 -7.14 -1.42 -0.0002
H 3.57 -3.40 -1.12 -0.0024
H -5.27 0.36 1.47 -0.0001
H -0.03 0.91 5.08 0.0002
H -0.25 -1.00 -9.56 0.0007
H -5.27 0.93 3.88 0.0000
H 2.02 6.43 0.63 0.0000
H 2.00 -0.68 3.08 -0.0011
H 3.63 -0.56 -2.69 0.0002
H 1.53 1.38 -6.46 0.0004
H -1.26 -1.67 -5.43 0.0010
H 3.50 -2.05 6.83 0.0000
H -0.09 -1.35 0.84 -0.0419
H -1.53 -7.01 -2.27 -0.0001
H 2.12 -5.09 -1.13 0.0001
H 4.82 -0.35 -4.83 -0.0001
H 4.22 -1.82 -6.74 -0.0001
H -1.40 -2.64 2.44 -0.0011
H 1.27 0.83 -8.86 -0.0002
H -3.42 1.12 0.02 -0.0038
H -2.51 4.07 6.55 0.0000
H -2.56 4.82 1.55 0.0000
H 0.81 4.96 3.99 0.0000
H 2.41 -3.50 -6.46 0.0001
H 3.53 -1.72 -0.53 0.0000
H -1.93 1.66 6.45 0.0000
H 0.27 8.02 1.38 0.0000
```